[1]
A structure of composition C40H39BN5O2PtSe, computed with ωB97M-V/def2-TZVPD.

Summary:
**Charge**: -1
**Energy above the lowest of the compared OMol25 structures with the same formula, charge and spin**: 0.0 kcal/mol
**F_max**: 0.61 eV/Å
**Kohn-Sham gap**: 6.2 eV
**Electronic energy**: -4517.666326 hartree
**HOMO energy**: -0.149 Eh

Atoms and positions in Å:
Pt 0.707 1.202 0.630
C 2.561 -1.979 4.915
C 1.361 -1.751 4.257
C 1.280 -0.793 3.257
C 2.401 -0.042 2.945
C 3.610 -0.258 3.597
C 3.686 -1.235 4.577
N 2.252 1.002 1.969
N 3.097 1.926 2.097
C 2.853 3.013 1.265
C 3.820 4.025 1.206
C 3.583 5.119 0.404
C 2.399 5.169 -0.352
C 1.464 4.154 -0.287
C 1.626 3.057 0.578
H 2.624 -2.738 5.685
H 0.479 -2.325 4.512
H 0.358 -0.605 2.724
H 4.471 0.339 3.335
H 4.629 -1.414 5.080
H 4.738 3.924 1.774
H 4.309 5.920 0.334
H 2.223 6.027 -0.994
H 0.567 4.190 -0.898
C 0.111 -4.762 -5.021
C 0.192 -5.523 -3.697
C -1.108 -6.321 -3.526
C 1.374 -6.499 -3.785
C 0.375 -4.586 -2.500
C 0.503 -5.131 -1.221
C 0.645 -4.341 -0.079
C 0.657 -2.977 -0.255
O 0.747 -1.986 0.670
B 0.615 -0.743 -0.025
O 0.536 -1.067 -1.417
C 0.530 -2.419 -1.518
C 0.391 -3.194 -2.649
H 0.004 -5.473 -5.844
H 1.012 -4.172 -5.201
H -0.748 -4.089 -5.047
H -1.277 -6.971 -4.389
H -1.961 -5.646 -3.428
H -1.074 -6.945 -2.632
H 1.248 -7.173 -4.637
H 1.459 -7.108 -2.884
H 2.312 -5.956 -3.911
H 0.485 -6.208 -1.099
H 0.729 -4.780 0.907
H 0.282 -2.712 -3.611
N -0.701 1.836 -0.655
C -1.777 1.266 -1.001
C -2.247 -0.098 -0.597
C -2.605 -1.030 -1.570
C -2.930 -2.331 -1.222
C -2.930 -2.714 0.114
C -2.605 -1.786 1.092
C -2.261 -0.487 0.739
C -2.690 2.018 -1.941
C -4.067 1.810 -1.961
C -4.888 2.562 -2.792
C -4.343 3.523 -3.629
C -2.967 3.731 -3.624
C -2.152 2.990 -2.787
H -2.590 -0.739 -2.615
H -3.166 -3.054 -1.995
H -3.171 -3.734 0.387
H -2.595 -2.076 2.136
H -1.982 0.240 1.492
H -4.502 1.061 -1.311
H -5.959 2.396 -2.782
H -4.982 4.107 -4.281
H -2.530 4.476 -4.279
H -1.081 3.140 -2.756
C 1.438 2.811 4.912
N 0.829 3.676 3.923
C 1.391 4.844 3.442
C 0.558 5.322 2.497
N -0.506 4.450 2.414
C -1.565 4.502 1.421
C -0.340 3.430 3.281
Se -1.489 2.007 3.509
H 1.719 3.399 5.787
H 2.320 2.324 4.495
H 0.707 2.056 5.192
H 2.343 5.203 3.788
H 0.649 6.173 1.846
H -1.476 5.445 0.886
H -2.533 4.439 1.915
H -1.454 3.669 0.723

Atomic partial charges in e from the Löwdin method, atoms 1 to 5: atom 1 (Pt): 1.12, atom 2 (C): -0.10, atom 3 (C): -0.07, atom 4 (C): -0.05, atom 5 (C): -0.25

[2]
A structure of composition C40H39Br6F5O6 in a non-equilibrium geometry, computed with ωB97M-V/def2-TZVPD.

Summary:
**Energy above the lowest of the compared OMol25 structures with the same formula, charge and spin**: 83.4 kcal/mol
**F_max**: 4.88 eV/Å
**Kohn-Sham gap**: 8.9 eV
**Electronic energy**: -17942.325539 hartree
**HOMO energy**: -0.337 Eh

Atoms and positions in Å:
C 38.286 -19.676 11.200
C 36.937 -19.840 10.732
C 36.107 -20.900 11.461
O 35.305 -20.260 12.393
C 35.264 -18.959 12.100
O 34.545 -18.146 12.692
O 36.108 -18.709 11.002
H 38.563 -19.897 12.230
H 38.714 -18.697 10.983
H 38.845 -20.350 10.552
H 36.874 -20.057 9.666
H 36.755 -21.623 11.957
H 35.407 -21.293 10.723
C 34.571 -26.246 15.534
C 33.518 -26.577 14.426
C 33.187 -25.342 13.470
O 33.018 -25.985 12.208
C 33.767 -27.160 12.236
O 34.144 -27.817 11.241
O 34.186 -27.429 13.507
H 35.156 -27.113 15.838
H 34.051 -25.785 16.375
H 35.242 -25.444 15.226
H 32.653 -27.099 14.836
H 33.990 -24.615 13.354
H 32.266 -24.865 13.804
F 31.176 -22.807 17.811
C 30.940 -22.615 19.142
C 30.631 -23.696 19.996
C 30.273 -23.452 21.341
C 30.164 -22.121 21.789
C 30.527 -21.043 20.936
C 30.932 -21.316 19.597
H 30.772 -24.664 19.538
H 30.010 -24.339 21.899
H 29.827 -21.953 22.801
H 30.387 -20.092 21.429
H 31.235 -20.522 18.930
F 28.352 -28.571 15.107
C 27.902 -29.057 16.301
C 27.524 -30.403 16.421
C 27.076 -30.838 17.654
C 26.981 -30.048 18.741
C 27.385 -28.709 18.601
C 27.776 -28.201 17.360
H 27.703 -31.116 15.630
H 26.913 -31.903 17.729
H 26.756 -30.369 19.747
H 27.453 -28.165 19.531
H 27.982 -27.152 17.204
F 36.770 -23.724 6.514
C 37.854 -24.374 6.881
C 39.093 -24.112 6.231
C 40.181 -24.832 6.650
C 40.150 -25.650 7.718
C 38.917 -25.742 8.448
C 37.763 -25.202 7.973
H 39.316 -23.467 5.394
H 41.142 -24.755 6.163
H 40.973 -26.227 8.114
H 38.977 -26.376 9.320
H 36.795 -25.277 8.445
F 44.071 -28.390 17.431
C 43.240 -28.764 16.490
C 43.501 -29.976 15.960
C 42.563 -30.498 15.114
C 41.432 -29.784 14.829
C 41.180 -28.501 15.431
C 42.081 -27.999 16.297
H 44.418 -30.515 16.146
H 42.730 -31.390 14.529
H 40.805 -30.214 14.062
H 40.285 -27.915 15.286
H 41.898 -27.067 16.812
F 37.451 -17.268 20.992
C 37.163 -18.374 20.257
C 37.438 -19.587 20.908
C 36.881 -20.721 20.447
C 36.105 -20.685 19.333
C 35.930 -19.460 18.619
C 36.611 -18.315 19.008
H 37.964 -19.519 21.849
H 37.038 -21.523 21.153
H 35.556 -21.544 18.976
H 35.274 -19.299 17.777
H 36.354 -17.401 18.494
C 27.883 -24.941 11.030
Br 26.914 -23.840 12.354
Br 29.097 -23.776 10.054
Br 26.453 -25.747 9.849
H 28.444 -25.813 11.367
C 32.710 -32.716 7.976
Br 32.063 -32.415 6.158
Br 33.800 -34.433 8.174
Br 31.295 -32.875 9.285
H 33.294 -31.934 8.461

Atomic partial charges in e from the Löwdin method, atoms 1 to 5: atom 1 (C): -0.04, atom 2 (C): -0.36, atom 3 (C): -0.12, atom 4 (O): 0.08, atom 5 (C): -0.47

[3]
A structure of composition C40H39CeCl5F6NO5P2S2 in a non-equilibrium geometry, computed with ωB97M-V/def2-TZVPD.

Summary:
**Charge**: -1
**Energy above the lowest of the compared OMol25 structures with the same formula, charge and spin**: 0.0 kcal/mol
**F_max**: 1.75 eV/Å
**Kohn-Sham gap (spin up / spin down)**: 5.2 / 5.2 eV
**Electronic energy**: -6832.926007 hartree
**HOMO energy (spin up / spin down)**: -0.166 / -0.166 Eh

Atoms and positions in Å:
Ce -0.523 -0.552 -0.868
C 2.875 0.089 -0.883
P 2.036 1.736 -0.853
C 2.955 2.511 0.572
C 4.341 2.405 0.716
C 5.000 3.014 1.771
C 4.283 3.752 2.711
C 2.911 3.866 2.581
C 2.254 3.247 1.520
C 2.827 2.778 -2.144
C 2.386 4.098 -2.266
C 2.922 4.938 -3.230
C 3.906 4.469 -4.096
C 4.353 3.162 -3.982
C 3.815 2.324 -3.011
C 2.429 -0.451 0.455
C 3.088 -1.089 1.469
C 2.179 -1.147 2.570
C 1.019 -0.530 2.165
C -0.168 -0.179 3.004
P 0.186 1.370 3.966
C -1.463 1.817 4.654
C -1.534 2.494 5.878
C -2.738 2.989 6.353
C -3.904 2.832 5.610
C -3.847 2.173 4.392
C -2.638 1.671 3.920
C 0.988 0.626 5.448
C 2.346 0.866 5.639
C 3.029 0.283 6.703
C 2.355 -0.539 7.592
C 0.997 -0.782 7.414
C 0.322 -0.208 6.348
N 1.146 -0.102 0.861
H 3.960 0.158 -0.957
H 2.528 -0.507 -1.728
H 4.924 1.853 -0.013
H 6.074 2.909 1.866
H 4.796 4.226 3.539
H 2.334 4.419 3.313
H 1.176 3.324 1.453
H 1.613 4.467 -1.599
H 2.566 5.958 -3.314
H 4.320 5.122 -4.855
H 5.118 2.788 -4.652
H 4.158 1.297 -2.945
H 4.103 -1.457 1.443
H 2.365 -1.572 3.546
H -1.056 -0.021 2.392
H -0.380 -0.992 3.701
H -0.633 2.626 6.467
H -2.768 3.506 7.305
H -4.844 3.225 5.978
H -4.746 2.046 3.800
H -2.619 1.176 2.956
H 2.870 1.504 4.935
H 4.087 0.472 6.834
H 2.884 -0.994 8.420
H 0.466 -1.426 8.105
H -0.736 -0.403 6.213
C -3.774 -3.093 2.339
C -3.105 -2.074 1.440
S -1.628 -2.557 0.731
C -3.670 -0.833 1.274
C -4.951 -0.478 1.996
S -2.972 0.413 0.319
H -3.285 -4.060 2.250
H -4.829 -3.217 2.084
H -3.723 -2.784 3.387
H -5.683 -1.287 1.951
H -5.399 0.418 1.566
H -4.752 -0.276 3.054
Cl -0.888 2.871 -0.336
C -2.393 3.765 -0.050
Cl -2.085 5.245 0.880
H -3.063 3.126 0.510
H -2.799 4.040 -1.016
Cl -6.238 -2.044 -2.489
C -4.843 -0.946 -2.358
Cl -3.323 -1.828 -2.318
H -4.919 -0.383 -1.437
H -4.828 -0.301 -3.227
C 0.847 1.880 -4.705
C -0.132 0.937 -4.019
O 0.306 0.482 -2.798
C -0.421 -0.224 -5.023
F -0.631 0.228 -6.276
F -1.500 -0.948 -4.700
F 0.627 -1.046 -5.077
C -1.476 1.692 -3.782
F -2.296 1.740 -4.837
F -2.170 1.099 -2.779
F -1.269 2.960 -3.397
H 1.771 1.336 -4.901
H 1.074 2.711 -4.046
H 0.445 2.260 -5.642
O 1.845 -2.443 -2.993
Cl 0.773 -2.908 -2.186
O 0.574 -4.305 -2.290
O 0.987 -2.494 -0.779
O -0.488 -2.192 -2.544

Atomic partial charges in e from the Löwdin method, atoms 1 to 5: atom 1 (Ce): 0.61, atom 2 (C): -0.25, atom 3 (P): 1.06, atom 4 (C): -0.32, atom 5 (C): -0.08